Below is a structure of composition C9H9GdN2O5S in a non-equilibrium geometry, with properties calculated with ωB97M-V with the def2-TZVPD basis set.

As for the spin multiplicity: 8. As for the HOMO energy (alpha / beta): -0.56300 / -0.54371 Ha. The calculation puts the frontier orbital gap (alpha / beta) at 0.2241 / 0.2129 Eh. As for the energy above the lowest of the compared OMol25 structures with the same formula, charge and spin: 0.023 eV. The total charge is +2. The value obtained for the LUMO energy (alpha / beta) is -9.22 / -9.00 eV.

```
27
C9H9GdN2O5S, DFT ωB97M-V with the def2-TZVPD basis set
C -0.42 -0.03 1.46
H 2.65 0.01 2.55
H 1.61 2.17 2.81
C -0.85 -2.43 -2.51
C 0.99 1.29 3.04
N 0.07 1.14 1.90
C -0.97 -0.21 -4.39
H 0.43 1.45 3.97
N 0.11 -1.17 1.94
O -0.83 -3.49 -2.96
H -0.74 0.94 -4.54
O -0.88 3.66 -2.81
S -1.83 -0.07 0.42
O -4.12 -0.12 -3.32
H -0.46 1.94 1.58
H 0.39 -1.28 4.06
C -3.07 -0.05 -2.85
C 1.81 0.04 3.22
C 0.99 -1.22 3.13
H 2.25 0.08 4.21
O 2.61 -0.07 -3.22
Gd -0.72 0.05 -2.01
H -0.39 -1.99 1.65
C -0.89 2.57 -2.42
O -0.95 -1.08 -5.21
C 1.57 -0.01 -2.74
H 1.62 -2.12 3.02
```